No. 1
Molecular formula: C11H12Cl2N2O5
Method: DFT, ωB97M-V/def2-TZVPD

Structure (XYZ):
```
32
Properties=species:S:1:pos:R:3:nbo_charge:R:1
O 2.61 0.00 -2.39 -0.6522
C 1.98 -0.90 -1.87 0.6640
N 1.45 -0.89 -0.65 -0.5891
H 0.88 -1.68 -0.39 0.4170
C 1.42 0.25 0.25 -0.0987
C 2.83 0.86 0.48 -0.0703
H 3.55 0.03 0.50 0.1766
O 3.19 1.83 -0.45 -0.7333
H 3.22 1.41 -1.33 0.4976
H 2.83 1.35 1.45 0.1865
H 1.06 -0.13 1.21 0.2218
C 0.42 1.35 -0.27 0.0631
C -0.75 1.44 0.68 0.0081
C -1.94 0.78 0.41 -0.2155
C -2.99 0.85 1.31 -0.1882
C -2.83 1.57 2.48 0.0600
C -1.64 2.23 2.77 -0.1787
C -0.60 2.16 1.87 -0.2329
H 0.32 2.67 2.07 0.2210
H -1.56 2.78 3.69 0.2479
N -3.92 1.63 3.43 0.5170
O -3.75 2.27 4.44 -0.3783
O -4.94 1.04 3.15 -0.3773
H -3.93 0.35 1.11 0.2491
H -2.04 0.24 -0.52 0.2389
O -0.05 1.07 -1.56 -0.7173
H 0.64 1.28 -2.20 0.4919
H 0.96 2.31 -0.26 0.2092
C 1.80 -2.23 -2.62 -0.2948
Cl 2.77 -3.47 -1.79 0.0008
H 2.16 -2.14 -3.64 0.2561
Cl 0.09 -2.70 -2.65 0.0001
```

Calculated values
2S+1   1
E_LUMO   -0.5 eV
Relative energy (zero: lowest compared OMol25 entry of this formula, charge and spin)   3.0 kcal per mole
Structure (SMILES)   O=C(N[C@@H](CO)[C@@H](O)c1ccc([N+](=O)[O-])cc1)C(Cl)Cl

---

No. 2
Molecular formula: C11H12FN3S
Method: DFT, ωB97M-V/def2-TZVPD

Structure (XYZ):
```
28
Properties=species:S:1:pos:R:3:nbo_charge:R:1
C 1.85 3.48 -1.41 -0.6120
H 1.28 3.11 -2.34 0.2056
H 1.48 4.43 -1.35 0.2114
H 2.84 3.43 -1.54 0.2168
C 1.12 2.89 -0.32 -0.3484
C 1.63 1.36 -0.43 0.3808
N 0.89 0.46 -0.77 -0.5699
C 1.43 -0.76 -1.02 0.1253
N 2.71 -0.57 -0.62 -0.3135
N 2.74 0.74 -0.21 -0.3765
H 3.73 1.00 -0.04 0.4090
S 0.91 -2.33 -1.58 0.1926
C -1.05 -1.77 -1.39 -0.2813
C -1.39 -1.85 -0.04 -0.1157
C -1.92 -0.46 0.34 -0.1340
C -2.15 -0.31 1.79 -0.2929
C -2.33 -1.33 2.71 0.4389
C -1.83 -2.65 2.21 -0.2527
C -1.55 -2.97 0.80 -0.1983
H -1.01 -3.86 0.54 0.2244
H -1.96 -3.47 2.75 0.1903
F -2.52 -1.34 3.83 -0.2384
H -2.54 0.52 2.06 0.1845
H -1.63 0.28 -0.18 0.1976
H -1.50 -2.87 -2.17 0.1831
H -1.10 -1.09 -1.99 0.1579
H 1.67 3.22 0.72 0.1961
H 0.18 2.69 -0.35 0.2192
```

Calculated values
2S+1   1
E_LUMO   0.6 eV
Relative energy (zero: lowest compared OMol25 entry of this formula, charge and spin)   163.1 kcal per mole

---

No. 3
Molecular formula: C11H12N2O
Method: DFT, ωB97M-V/def2-TZVPD

Structure (XYZ):
```
26
Properties=species:S:1:pos:R:3:nbo_charge:R:1
C -1.53 2.14 -1.36 -0.2270
C -2.40 1.03 -1.74 -0.1850
C -0.60 2.05 -0.37 -0.1999
C -2.04 -0.18 -1.20 -0.3050
C -0.33 0.86 0.22 -0.1229
C -1.03 -0.26 -0.32 0.2601
C 0.44 -1.21 1.13 0.6332
C 2.59 -0.22 0.03 0.2514
C 0.65 0.29 1.14 -0.1001
C 1.37 1.19 2.10 -0.6293
C -1.14 -2.76 0.14 -0.4256
N 2.59 -0.05 -1.17 -0.6180
N -0.61 -1.46 0.25 -0.4409
O 1.05 -2.02 1.81 -0.6467
H -1.68 3.13 -1.91 0.2089
H -3.15 1.18 -2.55 0.2217
H -0.08 2.90 -0.11 0.2092
H -2.77 -0.97 -1.47 0.2226
H 3.09 -0.68 0.88 0.2029
H 2.23 0.73 2.68 0.2256
H 0.65 1.52 2.81 0.2165
H 1.72 2.01 1.38 0.2188
H -1.08 -3.09 -0.90 0.2094
H -0.48 -3.49 0.60 0.2430
H -2.01 -2.81 0.72 0.2061
H 3.30 -0.50 -1.68 0.3710
```

Calculated values
2S+1   1
E_LUMO (spin up / spin down)   -0.1 / 0.0 eV
Relative energy (zero: lowest compared OMol25 entry of this formula, charge and spin)   92.8 kcal per mole

---

No. 4
Molecular formula: C11H12N2S
Method: DFT, ωB97M-V/def2-TZVPD

Structure (XYZ):
```
26
Properties=species:S:1:pos:R:3:nbo_charge:R:1
C 2.23 -3.55 2.51 -0.4103
N 1.45 -3.50 1.30 -0.6017
C 1.00 -2.34 0.78 0.2725
N 0.08 -2.25 -0.11 -0.5071
C -0.10 -0.96 -0.51 -0.0416
C 0.67 -0.02 0.09 -0.2333
S 1.73 -0.79 1.24 0.2966
C 0.71 1.46 -0.14 -0.4497
C -0.58 1.94 -0.72 -0.0305
C -1.71 2.06 0.09 -0.1515
C -2.92 2.47 -0.45 -0.2237
C -3.01 2.79 -1.79 -0.2186
C -1.90 2.67 -2.60 -0.2069
C -0.69 2.25 -2.07 -0.2091
H 0.18 2.17 -2.71 0.2097
H -1.96 2.92 -3.65 0.2125
H -3.95 3.11 -2.21 0.2126
H -3.78 2.56 0.19 0.2119
H -1.64 1.81 1.14 0.2028
H 0.90 1.95 0.82 0.2220
H 1.54 1.70 -0.81 0.2215
H -0.85 -0.76 -1.26 0.2168
H 0.85 -4.29 1.12 0.4019
H 1.64 -3.30 3.40 0.1858
H 3.05 -2.83 2.43 0.2052
H 2.65 -4.54 2.63 0.2122
```

Calculated values
2S+1   1
E_LUMO   0.7 eV
Relative energy (zero: lowest compared OMol25 entry of this formula, charge and spin)   0.4 kcal per mole
Structure (SMILES)   CNc1ncc(Cc2ccccc2)s1

---

No. 5
Molecular formula: C11H12N3O5PPr
Method: DFT, ωB97M-V/def2-TZVPD

Structure (XYZ):
```
33
Properties=species:S:1:pos:R:3:nbo_charge:R:1
O 0.02 3.56 -2.99 -0.2437
C 0.01 2.42 -2.85 0.4667
Pr 0.01 -0.31 -2.64 1.2274
O 0.01 -0.27 -6.46 -0.2251
C 0.01 -0.27 -5.32 0.4684
C 0.01 -2.83 -2.79 0.4474
O 0.01 -3.97 -2.97 -0.2223
C -2.61 -0.25 -2.84 0.4606
O -3.76 -0.26 -2.96 -0.2269
C 2.62 -0.24 -2.82 0.4603
O 3.77 -0.26 -2.95 -0.2254
C 1.21 0.05 2.87 -0.0897
N 1.16 1.07 1.80 -0.3935
C -0.12 1.80 1.88 -0.0834
N -1.29 0.90 1.81 -0.3939
C -1.19 -0.12 2.88 -0.0897
N 0.07 -0.88 2.84 -0.3854
C 0.13 -1.77 1.67 -0.4812
P 0.05 -0.81 0.11 0.5781
C 1.37 0.48 0.47 -0.4673
C -1.43 0.29 0.48 -0.4684
H 1.19 0.57 3.84 0.2556
H 2.14 -0.53 2.76 0.2242
H -0.18 2.52 1.04 0.2013
H -0.16 2.33 2.85 0.2584
H -2.03 -0.82 2.77 0.2242
H -1.24 0.40 3.85 0.2559
H 1.06 -2.34 1.70 0.2709
H -0.72 -2.47 1.70 0.2709
H 1.35 1.27 -0.30 0.2022
H 2.35 -0.01 0.43 0.2599
H -2.33 -0.34 0.44 0.2602
H -1.52 1.07 -0.29 0.2032
```

Calculated values
2S+1   3
E_LUMO (spin up / spin down)   -13.4 / -13.3 eV
Charge   +3

---

No. 6
Molecular formula: C11H12N3P
Method: DFT, ωB97M-V/def2-TZVPD

Structure (XYZ):
```
27
Properties=species:S:1:pos:R:3:nbo_charge:R:1
C 4.10 -1.41 -0.32 0.1220
C 0.63 3.22 -0.18 -0.1909
C 0.02 1.97 -0.27 -0.2033
C 1.93 3.24 0.39 -0.0069
C 2.85 -1.52 0.11 -0.3953
C 0.64 0.81 0.08 0.0348
C 0.24 -0.50 -0.12 -0.1960
C -1.90 -0.56 -1.30 -0.5863
C -1.97 -0.53 1.24 -0.5938
C -1.24 -2.54 0.02 -0.6137
C -1.17 -1.05 -0.06 -0.1158
N 5.09 -1.31 -0.95 -0.2380
N 2.42 2.10 0.84 -0.1845
N 1.86 0.98 0.72 -0.1901
P 1.33 -1.70 0.71 0.7808
H -0.04 4.07 -0.50 0.2340
H -0.79 1.95 -0.98 0.2129
H 2.54 4.17 0.48 0.2150
H -2.99 -0.53 -1.15 0.2156
H -1.53 0.46 -1.59 0.1976
H -1.74 -1.24 -2.09 0.2139
H -1.40 -0.67 2.12 0.2091
H -2.93 -1.16 1.41 0.2133
H -2.21 0.52 1.20 0.2112
H -0.87 -3.02 -0.84 0.2158
H -2.23 -2.89 0.23 0.2222
H -0.63 -2.85 0.79 0.2166
```

Calculated values
2S+1   1
E_LUMO (spin up / spin down)   -1.2 / -2.1 eV
Relative energy (zero: lowest compared OMol25 entry of this formula, charge and spin)   73.1 kcal per mole
Structure (SMILES)   CC(C)(C)C(=P#CC#N)c1cccnn1

---

No. 7
Molecular formula: C11H12NO
Method: DFT, ωB97M-V/def2-TZVPD

Structure (XYZ):
```
25
Properties=species:S:1:pos:R:3:nbo_charge:R:1
C 3.61 -1.04 0.67 -0.6671
C 2.68 -0.46 -0.54 -0.1037
O 1.63 -1.37 -1.02 -0.4952
C 0.34 -1.16 -0.35 0.6200
N -0.20 -2.35 0.46 -0.5527
C -1.53 -2.34 1.20 0.0109
C -2.54 -1.02 1.19 -0.2025
C -2.06 0.32 0.35 0.0157
C -3.01 1.65 0.27 -0.2209
C -2.48 2.95 -0.60 -0.1395
C -1.04 2.87 -1.39 -0.2002
C -0.11 1.51 -1.29 -0.1694
C -0.58 0.20 -0.42 -0.1365
H 4.66 -1.34 0.22 0.2435
H 3.12 -1.90 1.31 0.2302
H 3.84 -0.11 1.39 0.2365
H 3.41 -0.28 -1.47 0.2267
H 2.30 0.60 -0.22 0.2049
H 0.35 -3.25 0.51 0.4642
H -1.96 -3.28 1.80 0.2826
H -3.59 -1.04 1.74 0.2800
H -4.05 1.67 0.81 0.2732
H -3.09 3.95 -0.72 0.2715
H -0.61 3.75 -2.05 0.2712
H 0.91 1.46 -1.86 0.2563
```

Calculated values
2S+1   1
E_LUMO   -5.2 eV
Relative energy (zero: lowest compared OMol25 entry of this formula, charge and spin)   317.0 kcal per mole
Structure (SMILES)   CCOc1[nH+]ccc2ccccc12
Charge   +1

---

No. 8
Molecular formula: C11H12NO2
Method: DFT, ωB97M-V/def2-TZVPD

Structure (XYZ):
```
26
Properties=species:S:1:pos:R:3:nbo_charge:R:1
C 1.58 -3.28 -1.77 -0.7360
C 1.27 -2.05 -2.66 0.7568
O 0.31 -1.30 -2.46 -0.7986
O 2.12 -1.95 -3.60 -0.8066
H 1.01 -4.16 -2.07 0.1971
H 1.24 -3.06 -0.73 0.1929
H 2.60 -3.64 -1.85 0.2043
C 1.11 1.52 2.85 -0.6452
C 1.49 1.50 0.36 -0.0224
C 0.65 1.37 1.48 -0.1061
C -0.57 1.07 -0.44 0.1528
C -0.63 1.08 0.95 -0.1018
C -1.72 0.66 -1.14 -0.1716
C -1.79 0.73 1.68 -0.2190
C -2.90 0.44 -0.45 -0.2435
C -2.88 0.28 0.95 -0.2339
N 0.72 1.34 -0.78 -0.5267
H 2.47 1.93 0.26 0.2005
H 1.15 0.97 -1.62 0.4456
H 1.04 0.75 3.66 0.2175
H 0.77 2.51 3.24 0.2042
H -1.65 0.78 -2.21 0.2256
H -1.90 0.47 2.73 0.2049
H -3.90 0.48 -0.90 0.2028
H -3.78 0.12 1.54 0.1893
H 2.21 1.44 3.00 0.2173
```

Calculated values
2S+1   1
E_LUMO   3.2 eV
Relative energy (zero: lowest compared OMol25 entry of this formula, charge and spin)   42.4 kcal per mole
Charge   -1

---

No. 9
Molecular formula: C11H12NO2
Method: DFT, ωB97M-V/def2-TZVPD

Structure (XYZ):
```
26
Properties=species:S:1:pos:R:3:nbo_charge:R:1
C 1.56 1.74 -2.89 -0.6175
C 1.01 -0.27 -1.36 -0.0132
C -0.50 0.55 0.00 0.1551
C 0.79 1.00 -1.84 -0.1399
C -0.25 1.53 -0.98 -0.1113
C -1.47 0.76 1.00 -0.2359
C -2.22 1.90 0.93 -0.2407
C -1.04 2.70 -1.01 -0.2009
C -2.04 2.87 -0.09 -0.2746
N 0.20 -0.57 -0.30 -0.5363
H 0.09 -1.54 0.18 0.4693
H 1.84 -0.89 -1.69 0.1923
H -1.57 -0.11 1.63 0.2507
H 1.93 1.05 -3.65 0.2034
H 2.44 2.28 -2.51 0.1986
H -2.93 2.06 1.73 0.1957
H -0.82 3.38 -1.81 0.1890
H -2.56 3.82 0.03 0.1951
H 0.87 2.43 -3.37 0.2030
C 1.17 -3.90 2.53 -0.7328
C 0.04 -2.97 2.03 0.7823
O -0.08 -2.88 0.76 -0.8136
O -0.69 -2.45 2.87 -0.7329
H 0.68 -4.66 3.16 0.2062
H 2.02 -3.41 3.00 0.2067
H 1.55 -4.43 1.66 0.2021
```

Calculated values
2S+1   1
E_LUMO   3.4 eV
Relative energy (zero: lowest compared OMol25 entry of this formula, charge and spin)   7.2 kcal per mole
Charge   -1

---

No. 10
Molecular formula: C11H12NO2
Method: DFT, ωB97M-V/def2-TZVPD

Structure (XYZ):
```
26
Properties=species:S:1:pos:R:3:nbo_charge:R:1
C -0.34 -2.65 0.65 -0.6365
C -0.86 -0.42 -0.60 -0.0949
C -0.80 -1.24 0.60 0.0054
C -1.53 0.76 -0.26 0.1615
C -1.34 -0.50 1.59 -0.0770
C -0.53 -0.68 -1.92 -0.1143
C -0.92 0.23 -2.88 -0.2618
C -1.66 1.36 -2.54 -0.2205
C -2.00 1.63 -1.23 -0.2472
N -1.70 0.82 1.13 -0.5576
H 0.06 -1.55 -2.16 0.2075
H -0.64 0.12 -3.92 0.1980
H -1.97 2.08 -3.29 0.1958
H 0.62 -2.73 0.14 0.2578
H -1.04 -3.34 0.16 0.1946
H -1.20 -0.58 2.66 0.1995
H -2.65 1.01 1.43 0.3711
H -2.58 2.51 -0.92 0.2005
H -0.27 -2.98 1.68 0.2071
C 2.95 -0.02 2.44 -0.7418
C 2.52 0.25 0.96 0.7686
O 2.19 -0.77 0.32 -0.8148
O 2.56 1.43 0.57 -0.7797
H 2.31 0.47 3.19 0.1906
H 3.99 0.25 2.56 0.1963
H 2.79 -1.08 2.62 0.1919
```

Calculated values
2S+1   1
E_LUMO   3.4 eV
Relative energy (zero: lowest compared OMol25 entry of this formula, charge and spin)   28.8 kcal per mole
Charge   -1

---

No. 11
Molecular formula: C11H12O
Method: DFT, ωB97M-V/def2-TZVPD

Structure (XYZ):
```
24
Properties=species:S:1:pos:R:3:nbo_charge:R:1
C 1.33 1.47 -1.43 -0.2317
C 0.22 1.67 -0.69 -0.1467
C 2.05 0.28 -1.25 -0.2124
C -0.19 0.79 0.31 -0.0754
C 0.50 -0.37 0.49 -0.2040
C 1.67 -0.67 -0.28 -0.0131
C -1.43 1.10 1.11 -0.3908
C -2.78 1.08 0.23 -0.4732
C -2.80 -1.61 -0.22 -0.0437
C -2.97 -0.30 -0.21 0.3235
C 2.41 -1.90 -0.01 -0.6190
O -3.64 -0.95 -1.27 -0.5587
H 1.69 2.18 -2.15 0.2174
H -0.34 2.71 -0.87 0.1965
H 2.95 0.06 -1.82 0.2087
H -1.77 0.28 1.87 0.2180
H -1.53 2.13 1.51 0.2243
H -3.49 1.40 0.91 0.2447
H -2.59 1.50 -0.77 0.2490
H 0.07 -0.88 1.37 0.2120
H -2.20 -2.46 -0.33 0.2216
H 1.80 -2.68 0.10 0.2152
H 3.16 -2.06 -0.91 0.2130
H 2.89 -1.98 1.01 0.2246
```

Calculated values
2S+1   1
E_LUMO   0.8 eV
Relative energy (zero: lowest compared OMol25 entry of this formula, charge and spin)   114.5 kcal per mole
Structure (SMILES)   Cc1cccc(CCC2=CO2)c1

---

No. 12
Molecular formula: C11H12O4
Method: DFT, ωB97M-V/def2-TZVPD

Structure (XYZ):
```
27
Properties=species:S:1:pos:R:3:nbo_charge:R:1
O -3.68 -1.48 1.39 -0.5494
O -1.95 -1.84 -0.12 -0.4740
O -0.23 2.97 4.13 -0.7389
O 3.01 -1.07 -4.36 -0.7346
C -2.76 -1.05 0.68 0.7517
C -2.06 0.29 0.80 -0.1340
C -0.92 0.20 0.09 -0.1981
C -2.54 1.37 1.59 -0.2567
C -1.73 2.07 2.48 -0.1485
C -0.82 -1.11 -0.53 0.2382
C 0.03 -1.72 -1.30 -0.2077
C 1.25 -1.04 -1.72 -0.2562
C 2.13 -1.76 -2.41 -0.1427
C -0.27 1.97 3.00 -0.1329
C 3.36 -1.12 -2.91 -0.1018
H -0.58 2.59 4.99 0.4825
H 2.21 -0.46 -4.54 0.4752
H -0.10 0.96 -0.16 0.2316
H -3.53 1.75 1.52 0.2363
H -2.22 3.03 2.95 0.2223
H -0.12 -2.83 -1.44 0.2441
H 1.43 0.04 -1.64 0.2081
H 1.99 -2.77 -2.68 0.2060
H 0.05 0.98 3.37 0.1988
H 0.35 2.04 2.06 0.2090
H 3.55 -0.17 -2.49 0.1755
H 4.14 -1.84 -2.75 0.1961
```

Calculated values
2S+1   1
E_LUMO   -0.7 eV
Relative energy (zero: lowest compared OMol25 entry of this formula, charge and spin)   100.1 kcal per mole
Structure (SMILES)   O=C1O/C(=C/C=C/CO)C=C1/C=C\CO